A molecular structure, C8H14N3NiO3S in a non-equilibrium geometry, computed with ωB97M-V/def2-TZVPD.

```
30
Properties=species:S:1:pos:R:3:forces:R:3:nbo_charge:R:1
C -1.580 3.062 -0.437 0.3 0.5 -0.3 -1.1738
Ni -1.831 1.311 0.293 -0.9 -0.2 0.5 0.5271
N -1.398 -1.524 1.785 -0.1 -0.5 0.4 -0.9588
N -3.400 1.742 1.265 -1.4 0.2 0.6 -1.0396
H -0.604 -1.051 2.261 0.2 0.4 -0.3 0.4726
H -1.875 -0.783 1.209 0.2 0.4 -0.1 0.3806
H -1.064 2.936 -1.404 -0.3 0.4 0.1 0.1986
H -0.867 3.509 0.275 -0.1 0.2 -0.1 0.1797
H -2.484 3.687 -0.503 0.1 0.2 -0.2 0.1389
H -3.183 1.899 2.248 -0.1 0.0 -0.2 0.3776
H -4.061 0.967 1.189 0.1 0.4 0.2 0.3712
H -3.840 2.590 0.894 0.2 -0.3 0.1 0.3850
H -2.048 -1.940 2.453 0.2 0.0 -0.2 0.3947
H -1.062 -2.210 1.096 0.0 0.2 -0.1 0.4654
O 0.685 0.473 1.863 0.0 0.2 0.5 -0.7805
C 0.724 0.272 0.623 1.0 -1.1 -1.7 0.5554
N -0.402 0.362 -0.185 -0.3 -2.3 -1.8 -0.9922
S -0.403 -0.785 -1.473 2.9 2.5 3.1 2.2644
O -1.068 -1.998 -1.004 -0.7 -0.5 -0.4 -1.0321
O -0.784 -0.196 -2.725 -0.7 -0.5 -0.3 -0.9344
C 1.348 -0.965 -1.288 -0.3 -1.3 -2.4 -0.3365
C 2.188 -1.775 -2.046 0.0 0.5 0.5 -0.1968
C 3.527 -1.877 -1.649 -0.3 -0.7 -1.0 -0.3441
C 4.007 -1.180 -0.525 -0.2 1.0 1.2 -0.2615
C 3.154 -0.381 0.227 0.9 -0.7 -0.4 -0.1828
C 1.814 -0.289 -0.172 -0.9 1.2 2.8 -0.2664
H 1.780 -2.285 -2.915 0.2 -0.1 0.1 0.2038
H 4.210 -2.501 -2.220 -0.1 0.1 0.0 0.1867
H 5.053 -1.262 -0.236 -0.1 0.0 -0.1 0.1879
H 3.464 0.194 1.101 0.1 -0.3 -0.2 0.2099
```
Forces are in eV/Å.

Values from the calculation:
Molecular weight ... 290.98 g mol⁻¹
Expectation value of S² ... 2.03
Lowest unoccupied orbital energy (spin up / spin down) ... 0.09540 / 0.08694 hartree
HOMO-LUMO gap (spin up / spin down) ... 3.17 / 5.84 eV
Total energy ... -2609.6297 Ha
Energy relative to the best compared isomer or geometry (same formula, charge and spin) ... 18.5 kcal/mol
Charge ... -1
Spin multiplicity ... 3